# 1
The following is a quantum chemistry calculation of a molecular structure, C41H41InN6O4, from the Open Molecules 2025 dataset.

Its HOMO energy is -12.0 eV. The calculation puts the largest force on an atom at 0.1 eV/Å. Its orbital gap is 6.0 eV. As for the charge: +2. As for the spin multiplicity: 1. Its total energy is -65475.8847 eV.

XYZ file:
```
93
Properties=species:S:1:pos:R:3:mulliken_charge:R:1
In 0.42192 0.30475 1.48584 2.71
C 0.69217 6.64280 -2.17011 -1.56
C 0.44326 5.24330 -1.68079 0.19
C 0.01222 4.23330 -2.50706 -1.38
C -0.23191 2.92567 -2.03863 0.94
C -0.65691 1.96632 -2.99446 0.03
N -0.95239 0.72795 -2.75254 0.79
C -1.35902 -0.23239 -3.77502 -0.84
C -2.82873 -0.66466 -3.62780 -0.50
C -3.01381 -2.18079 -3.58921 -1.24
N -2.20474 -2.82080 -2.53867 0.02
C -2.08121 -2.47288 -1.28389 -0.45
C -2.88377 -1.59507 -0.52143 0.49
C -4.26828 -1.38786 -0.73545 -0.26
C -5.03349 -0.66957 0.14378 0.02
C -6.51467 -0.48590 -0.03341 -1.80
C -4.38077 -0.13684 1.27264 -0.70
C -3.02942 -0.26988 1.51746 0.44
C -2.50025 0.28807 2.75713 -0.26
N -1.27300 0.51496 3.00957 -0.13
C -0.91571 0.95058 4.36781 -1.05
C -0.25510 2.32273 4.42269 -0.60
C 1.07503 2.43542 3.68003 -1.08
N 0.85044 2.34884 2.22962 -0.45
C 0.78146 3.44265 1.57638 -0.36
C 0.45882 3.62161 0.17238 0.87
C 0.65419 4.89693 -0.34269 -1.00
C -0.03635 2.58445 -0.66854 -0.08
O -0.32094 1.39274 -0.25449 0.12
C -2.21878 -1.01694 0.60659 0.09
O -0.95747 -1.18625 0.74158 -1.09
H 0.36476 6.76237 -3.20112 0.38
H 1.75300 6.89276 -2.12452 0.35
H 0.15621 7.37133 -1.56173 0.38
H -0.15718 4.44162 -3.55859 0.39
H -0.74455 2.28619 -4.02960 0.50
H -0.84028 0.43900 -1.77544 -0.68
H -0.68049 -1.08121 -3.69191 0.16
H -1.17530 0.22464 -4.74623 0.73
H -3.41942 -0.28881 -4.46334 0.58
H -3.24816 -0.20841 -2.73253 0.36
H -2.68117 -2.62582 -4.52596 0.45
H -4.06384 -2.44428 -3.47479 0.41
H -1.57695 -3.54616 -2.85464 0.32
H -1.23457 -2.91710 -0.76766 0.74
H -4.75543 -1.86145 -1.57834 0.51
H -6.85503 -0.90964 -0.97661 0.38
H -6.78345 0.57081 -0.02217 0.39
H -7.06744 -0.97359 0.77045 0.39
H -4.97904 0.40869 1.99688 0.54
H -3.24538 0.49866 3.52976 0.48
H -0.22635 0.20153 4.76051 0.12
H -1.81051 0.95142 4.99542 0.71
H -0.07273 2.54901 5.47485 0.46
H -0.94307 3.08666 4.04887 0.26
H 1.74651 1.62814 3.97184 0.19
H 1.55320 3.38774 3.91989 0.80
H 0.99271 4.36960 2.11705 0.51
H 1.00496 5.66766 0.33768 0.52
C 3.50927 2.74073 -0.69573 -1.28
O 2.72927 1.58064 -0.42029 -0.16
C 2.48923 0.73519 -1.45754 0.42
C 2.68919 1.05553 -2.79447 -0.40
C 2.44948 0.10247 -3.77932 -0.83
C 2.01313 -1.16791 -3.43846 -1.10
C 1.80254 -1.48388 -2.10222 -0.16
C 2.03463 -0.54293 -1.11156 0.02
N 1.86331 -0.84176 0.27155 0.45
N 2.25991 -2.01483 0.57010 -0.65
C 2.22984 -2.54725 1.80364 -0.03
C 1.88199 -1.85754 3.00053 0.55
O 1.47288 -0.62706 3.03275 -0.74
C 2.02528 -2.53421 4.24637 -0.89
C 2.44933 -3.81900 4.29953 -0.90
C 2.79606 -4.55802 3.12765 0.74
C 3.24362 -5.88872 3.22207 -0.91
C 3.60357 -6.58247 2.09642 -0.61
C 3.52631 -5.95161 0.84780 -0.72
C 3.08618 -4.65362 0.73417 -0.53
C 2.70620 -3.92706 1.87452 0.82
H 4.46225 2.46369 -1.14860 0.51
H 3.69136 3.21565 0.26451 0.19
H 2.97551 3.43425 -1.34976 0.42
H 3.06660 2.02856 -3.07468 0.50
H 2.63985 0.35301 -4.81483 0.47
H 1.86943 -1.91841 -4.20526 0.48
H 1.50094 -2.47937 -1.79967 0.53
H 1.77894 -1.97989 5.14199 0.49
H 2.54009 -4.31343 5.25988 0.42
H 3.30493 -6.35221 4.19893 0.42
H 3.95239 -7.60321 2.16882 0.42
H 3.82452 -6.49201 -0.04122 0.43
H 3.04821 -4.17798 -0.23494 0.44
```


# 2
The following is a quantum chemistry calculation of 10 unconnected molecules or ions with the total composition C47H89BBrN13O6P at a distorted geometry, from the Open Molecules 2025 dataset.

Its HOMO energy is -4.0 eV. The calculation puts the largest force on an atom at 4.2 eV/Å. Its orbital gap is 5.8 eV. As for the charge: -1. As for the spin multiplicity: 1. Its total energy is -161848.4271 eV.

XYZ file:
```
158
Properties=species:S:1:pos:R:3:mulliken_charge:R:1
C 4.99648 -5.95563 4.66726 -0.85
C 5.15178 -4.49986 5.06633 0.75
O 6.20800 -4.01943 5.02471 -0.51
O 4.05279 -3.81069 5.43710 -0.44
C 3.27093 -3.33996 4.28567 0.00
O 2.14198 -3.56306 4.33721 -0.35
C 4.07161 -2.64081 3.21932 -0.27
B 3.33073 -1.66595 2.11623 -0.12
C 3.25415 -2.29753 0.58164 -2.32
C 2.58025 -3.64201 0.28761 1.24
N 2.18054 -4.46937 1.42139 -0.23
N 1.46486 -3.43227 -0.63260 -0.50
N 3.56186 -4.43954 -0.54411 -0.81
O 4.31245 -0.54281 1.83703 -0.78
C 4.46367 0.45477 2.79890 -0.86
C 3.92162 1.80998 2.28171 -0.13
N 3.78124 2.81236 3.34344 -0.22
C 2.44536 2.69995 3.95259 -1.85
C 2.07604 3.95670 4.77758 1.23
C 0.54720 3.91755 4.94295 -0.92
O 2.62129 3.77944 6.08213 -0.65
P 1.65197 -0.77279 2.60132 1.26
O 1.47848 -0.62393 4.27595 -0.66
Br -0.18745 -2.07531 2.11778 -0.49
H 4.56811 -6.04473 3.67128 0.14
H 5.96644 -6.43643 4.65383 0.35
H 4.38079 -6.44974 5.41999 0.31
H 4.54633 -3.45189 2.64374 0.36
H 4.91373 -2.17737 3.73684 0.65
H 4.30433 -2.38181 0.29545 0.45
H 2.87039 -1.47415 -0.02688 0.48
H 2.91634 -5.08407 1.73586 0.06
H 1.38426 -5.05948 1.22410 0.25
H 0.74121 -4.12372 -0.48966 0.29
H 1.11374 -2.49153 -0.54664 0.01
H 3.06558 -5.15503 -1.05851 0.24
H 4.28748 -4.82991 0.04517 0.29
H 4.12687 0.22965 3.82132 0.22
H 5.54665 0.63754 2.89860 0.51
H 3.01134 1.63357 1.69445 0.06
H 4.66898 2.16849 1.56987 0.13
H 3.82068 3.70576 2.86617 0.26
H 1.66672 2.50441 3.20559 0.47
H 2.49931 1.89955 4.68651 0.44
H 2.41961 4.87649 4.29515 0.30
H 0.09861 4.54855 4.17121 -0.07
H 0.18996 2.90072 4.79352 0.20
H 0.25677 4.26836 5.93095 0.45
H 3.41971 3.24658 6.02655 0.35
H 2.29749 -0.81967 4.74494 0.35
C -1.70583 1.50907 2.37004 -0.26
C -2.95333 2.19701 1.83281 -0.57
C -2.62459 3.35012 0.88100 0.20
C -1.83627 4.38354 1.57395 0.17
N -1.23364 5.18391 2.10999 -0.52
H -1.09289 2.19509 2.95933 -0.11
H -1.97671 0.67689 3.01944 0.39
H -1.09268 1.11387 1.55719 -0.05
H -3.54972 2.57105 2.67039 0.39
H -3.56587 1.46651 1.30307 0.14
H -3.54110 3.80742 0.50588 0.42
H -2.05288 2.98689 0.02557 -0.31
C -0.65785 3.55222 -2.72517 -0.84
C 0.24988 2.77568 -3.67260 -0.68
C 0.15215 1.26064 -3.46936 -0.28
C 0.56557 0.90767 -2.10172 0.24
N 0.88658 0.64632 -1.04296 -0.36
H -0.38521 3.39164 -1.68271 0.15
H -0.58405 4.61774 -2.91347 0.33
H -1.70192 3.25226 -2.86040 0.33
H 1.28379 3.09795 -3.53002 0.30
H -0.02076 3.01620 -4.70380 0.37
H 0.79844 0.73393 -4.17253 0.38
H -0.87196 0.91953 -3.63272 0.14
C 7.56407 1.42640 0.57442 -0.61
C 8.89097 2.16920 0.46528 -0.60
C 9.35766 2.75829 1.80008 -0.43
C 8.37736 3.73392 2.30542 0.27
N 7.61906 4.48505 2.69386 -0.42
H 6.75663 2.09108 0.88144 -0.02
H 7.28485 1.00246 -0.39009 0.37
H 7.62698 0.60998 1.29602 0.26
H 8.79667 2.96966 -0.27247 0.32
H 9.65512 1.48143 0.09578 0.32
H 10.31584 3.26431 1.67674 0.30
H 9.48523 1.96963 2.54280 0.29
C -3.38701 -3.14162 -3.01606 -0.92
C -2.05592 -2.39549 -3.04009 -0.62
C -1.62354 -1.88830 -1.66039 1.12
C -2.61456 -0.94061 -1.13177 0.06
N -3.38639 -0.21098 -0.72683 -0.56
H -4.20583 -2.49657 -2.69572 0.25
H -3.63108 -3.50443 -4.01392 0.03
H -3.34552 -3.99653 -2.34451 0.37
H -2.12955 -1.55292 -3.73331 0.21
H -1.28217 -3.06207 -3.42702 0.44
H -0.66216 -1.37984 -1.72581 -0.72
H -1.51566 -2.71887 -0.96153 0.30
C -6.17383 -1.52723 0.92802 -0.78
C -7.41693 -2.38929 0.74079 -0.69
C -7.11030 -3.89105 0.72886 -0.44
C -6.20083 -4.22752 -0.37772 0.27
N -5.51038 -4.49395 -1.24145 -0.43
H -5.46909 -1.65519 0.10844 0.04
H -6.44051 -0.47039 0.96018 0.34
H -5.66155 -1.77446 1.86060 0.30
H -7.90898 -2.10845 -0.19394 0.31
H -8.12185 -2.18299 1.54966 0.37
H -8.02179 -4.46085 0.60800 0.39
H -6.64606 -4.19480 1.66717 0.31
C 2.88899 6.14703 1.41217 -1.01
C 2.20549 7.50125 1.25247 -0.62
C 0.68947 7.37980 1.06915 -0.27
C 0.38170 6.60734 -0.13796 0.02
N 0.14906 6.01314 -1.07891 -0.30
H 2.76414 5.52702 0.52243 0.36
H 3.96080 6.27497 1.57222 0.50
H 2.48095 5.60396 2.26728 -0.05
H 2.63989 8.02461 0.39715 0.31
H 2.40558 8.11061 2.13602 0.41
H 0.23959 8.36876 0.97312 0.37
H 0.23829 6.88356 1.92902 0.23
C -5.51781 -8.15078 -1.57837 -0.75
C -5.82198 -9.12552 -0.44493 -0.44
C -7.28625 -9.07933 0.00622 -0.52
C -7.63412 -7.73916 0.50282 0.26
N -7.90250 -6.70276 0.88278 -0.39
H -5.67777 -7.11557 -1.27538 0.01
H -4.47579 -8.23947 -1.88616 0.33
H -6.14689 -8.35403 -2.44874 0.28
H -5.17053 -8.90335 0.40260 0.30
H -5.58782 -10.14108 -0.77165 0.32
H -7.46005 -9.80038 0.80535 0.29
H -7.94983 -9.32812 -0.82313 0.26
C -1.59427 9.74666 -4.30498 -1.12
C -0.11935 9.91759 -4.65204 -0.44
C 0.81138 9.23441 -3.64545 -0.18
C 0.62595 9.80144 -2.30193 0.24
N 0.47551 10.23480 -1.26403 -0.47
H -1.83531 10.20770 -3.34613 0.36
H -2.22072 10.22117 -5.06138 0.33
H -1.86538 8.69038 -4.25456 0.28
H 0.11525 10.98314 -4.70457 0.29
H 0.06681 9.49926 -5.64334 0.30
H 1.85260 9.36945 -3.93896 0.30
H 0.60950 8.16283 -3.60117 0.12
C -4.21576 -6.67301 -6.16880 -0.99
C -5.46609 -6.01859 -6.74604 -0.44
C -5.14773 -4.87667 -7.71709 -0.45
C -4.39229 -3.81721 -7.03204 0.27
N -3.80989 -2.99875 -6.50298 -0.39
H -3.62884 -5.96529 -5.58152 0.24
H -4.48803 -7.49630 -5.50779 0.29
H -3.57935 -7.07173 -6.96209 0.32
H -6.08211 -5.64176 -5.92703 0.30
H -6.05661 -6.77264 -7.27117 0.31
H -6.06877 -4.44821 -8.11280 0.27
H -4.55646 -5.24125 -8.55828 0.28
```